Molecular formula: C31H76CrN10O14V
Method: DFT, ωB97M-V with the def2-TZVPD basis set

Atoms and positions in Å:
Cr 3.469 0.545 1.160
V -0.191 -0.403 0.354
O -0.016 -0.901 2.449
O -0.327 0.786 -1.519
O 4.467 0.418 -0.705
O -0.481 1.610 1.457
O -0.259 -2.202 -0.532
O 4.164 -1.585 1.276
O 3.192 2.638 1.066
O -4.423 -2.208 -3.136
O -2.521 -0.175 0.318
O 0.597 -1.085 -4.866
O 1.923 -0.178 0.194
O 0.061 2.649 5.206
O -4.463 4.583 -3.510
O 3.015 0.184 2.991
N -3.294 -4.223 -3.646
N -0.681 -1.855 4.462
N -0.506 2.531 -3.000
N -4.344 -1.422 0.839
N 2.516 -1.703 -3.937
N 1.791 1.893 6.497
N -5.049 2.940 -2.099
N -1.617 3.662 1.778
N 3.570 -3.711 0.798
N 5.436 1.035 -2.647
C 3.182 -2.364 -2.753
C 2.833 3.985 1.047
C -2.675 3.480 0.715
C 5.110 2.476 -2.546
C -3.733 -0.298 0.562
C 3.353 -1.466 -5.029
C -4.149 -4.509 -4.759
C 2.088 -3.552 0.844
C 2.770 0.891 6.738
C -5.785 -1.546 0.857
C -0.551 2.789 1.941
C 4.496 -2.749 1.012
C -0.373 -2.850 5.465
C -3.739 -2.621 1.268
C -2.140 -5.074 -3.549
C -0.821 2.955 -4.362
C -3.480 -3.009 -3.045
C 6.434 0.676 -3.625
C -2.186 -1.463 4.328
C 1.571 2.757 7.620
C 1.184 -1.450 -3.899
C 0.179 -1.520 3.513
C -5.918 2.622 -0.908
C -0.039 3.607 -2.103
C -0.465 1.251 -2.657
C -5.272 4.141 -2.723
C -3.904 2.025 -2.382
C 1.007 1.872 5.434
C 3.851 -5.008 0.173
C 5.155 0.141 -1.689
C -1.844 4.942 2.575
H 3.869 -2.364 -5.368
H -6.172 -0.529 0.927
H -2.683 -1.711 5.266
H 2.531 3.066 8.033
H 0.087 2.871 -4.958
H -2.459 2.542 0.202
H 1.876 4.109 1.554
H 0.160 3.119 2.715
H 5.516 -3.099 0.789
H -0.040 3.307 -1.055
H -1.564 2.242 -4.720
H 3.457 -5.732 0.887
H 3.086 -3.436 -2.922
H 3.550 4.573 1.619
H 0.640 -3.194 5.256
H 7.366 1.136 -3.298
H -6.169 -1.869 -0.110
H 6.288 0.994 -4.657
H 3.590 1.161 7.404
H -1.610 5.812 1.961
H -2.655 -2.137 3.611
H 2.744 4.328 0.016
H -4.135 -2.848 2.258
H 1.149 -2.026 3.632
H -2.550 -2.903 -2.465
H 4.909 -5.106 -0.071
H 4.250 2.656 -1.901
H -1.324 3.919 -4.435
H -3.465 -4.478 -5.608
H -3.046 2.243 -1.746
H -3.665 3.513 1.170
H 3.407 0.022 3.871
H -3.522 2.191 -3.390
H -2.912 4.971 2.791
H 1.041 3.661 7.318
H -2.658 -2.575 1.134
H -1.754 -5.044 -2.530
H 2.269 0.071 7.251
H -4.539 -5.524 -4.681
H -4.034 -3.403 0.569
H 5.956 3.107 -2.276
H -1.238 4.967 3.481
H 2.686 -2.178 -1.800
H -2.529 4.269 -0.022
H -2.392 -0.470 3.928
H -0.755 4.427 -2.056
H 1.608 -4.193 1.583
H -4.396 0.579 0.508
H 6.664 -0.386 -3.535
H -1.111 -3.647 5.376
H -4.986 -3.837 -4.949
H -6.215 -2.055 1.719
H -4.325 1.020 -2.374
H 2.847 -1.063 -5.906
H 2.221 -0.248 -0.734
H -5.260 2.487 -0.049
H 1.889 -2.503 1.061
H 3.210 -5.310 -0.655
H 1.633 -3.743 -0.128
H 4.912 2.799 -3.569
H 3.198 0.521 5.806
H -1.437 -4.734 -4.310
H -0.318 -3.162 -0.362
H 0.977 3.952 -2.299
H -6.199 4.652 -2.416
H 5.711 -0.796 -1.854
H -0.421 -2.380 6.447
H -6.712 3.320 -0.643
H 4.060 -0.717 -4.671
H 1.274 1.141 4.656
H 0.668 -1.592 -2.937
H -6.443 1.709 -1.190
H 1.133 2.206 8.452
H -2.209 -6.135 -3.789
H -0.940 0.632 -3.433
H 4.243 -2.123 -2.687

Properties
charge: +1
HOMO (spin up / spin down): -7.96 / -10.05 eV
2S+1: 7
calculated total energy: -4815.9652 Eh

Molecular formula: C31H78CdN5O11
Method: DFT, ωB97M-V with the def2-TZVPD basis set

Atoms and positions in Å:
Cd 2.602 2.119 -1.272
O -5.671 -0.394 -0.671
O 1.042 0.727 -0.903
O 0.429 3.301 2.605
O -0.531 8.821 3.663
O -4.068 2.779 -4.120
O -0.972 -3.942 2.000
O 2.177 -4.321 -3.983
O 3.228 -3.841 5.670
O 2.465 1.528 -3.356
O 2.185 -8.477 -1.213
O -1.720 3.498 -1.425
N -2.797 0.126 -3.103
N 0.893 3.417 -1.833
N 0.731 6.199 4.161
N 2.290 -5.588 -1.283
N 1.603 -4.759 2.996
C -5.954 -1.502 0.212
C 2.368 -5.430 4.023
C 3.924 -2.612 5.721
C -2.889 3.507 -0.671
C -1.150 9.958 4.339
C -2.816 2.230 -4.495
C -1.925 -3.456 1.076
C 2.294 -3.727 -2.672
C 1.184 1.952 -3.847
C 2.665 -9.804 -1.078
C -2.747 0.706 -4.500
C -4.130 0.395 -2.372
C -4.360 -0.515 -1.201
C -0.005 1.923 2.777
C 0.237 -0.354 -0.554
C 3.576 -4.630 4.541
C 1.556 -6.364 -0.290
C 3.030 -3.668 -4.940
C -0.334 6.511 3.244
C -1.220 7.595 3.842
C 2.274 -7.703 0.003
C -4.069 4.224 -4.232
C 0.045 -3.006 2.289
C 0.365 4.621 -1.243
C 2.792 0.214 -3.796
C 1.103 3.740 3.766
C 0.848 -3.601 3.438
C 1.613 5.169 3.612
C 0.877 3.366 -3.299
C 1.448 -4.451 -1.670
C -1.164 4.794 -1.551
H -1.705 -3.636 0.023
H 3.171 -4.325 -5.798
H 0.828 1.263 3.019
H 2.687 -6.376 3.587
H -4.946 4.526 -3.658
H -0.741 1.881 3.580
H 3.804 -0.128 -3.580
H 0.394 1.227 -3.652
H 0.525 -4.830 -2.109
H 4.012 -3.447 -4.522
H 1.214 -3.776 -0.847
H 2.624 -2.734 -5.328
H 1.714 -5.680 4.858
H -1.502 5.558 -0.851
H 1.466 -2.840 3.915
H -0.792 10.883 3.887
H 1.758 -8.171 0.841
H 1.561 4.093 -3.737
H 1.214 7.070 4.327
H 2.146 -0.523 -3.319
H 0.349 3.860 4.544
H -0.547 1.664 1.867
H 2.447 5.197 4.313
H 2.115 -10.306 -0.282
H 0.539 -6.632 -0.578
H 0.540 4.583 -0.167
H -3.042 2.466 -0.385
H -4.161 4.512 -5.279
H -4.093 1.411 -1.979
H -1.818 0.432 -5.000
H -0.040 3.700 -3.785
H 4.260 -5.367 4.960
H 1.901 3.099 4.141
H 0.231 -3.935 4.273
H 3.919 -2.114 6.691
H -5.195 -1.626 0.984
H -5.915 -2.402 -0.402
H 0.034 -0.357 0.517
H 3.720 -9.800 -0.804
H -2.806 -4.094 1.147
H 4.950 -2.759 5.382
H -2.587 2.587 -5.500
H 2.470 -10.431 -1.948
H -0.952 5.625 3.103
H -2.052 2.573 -3.798
H 0.543 -1.389 -0.702
H 3.309 -3.683 -2.278
H -6.886 -1.408 0.770
H -3.555 0.280 -5.094
H -2.860 4.126 0.226
H -2.225 -2.411 1.164
H -4.195 -1.555 -1.481
H -0.402 -2.086 2.666
H 1.511 -5.751 0.611
H 3.349 -1.973 5.051
H 0.968 -5.371 2.504
H -3.172 4.767 -3.934
H -1.990 0.297 -2.521
H 3.304 -7.481 0.282
H 1.999 -2.690 -2.828
H 2.557 -0.054 -4.826
H 0.572 -2.774 1.364
H 0.123 6.760 2.286
H 0.164 2.756 -1.605
H 1.026 5.415 -1.590
H 4.021 -4.068 3.720
H 1.241 2.013 -4.934
H 2.065 5.508 2.680
H -3.478 -0.301 -0.598
H 2.426 -6.158 -2.105
H -2.203 7.656 3.376
H -1.272 5.198 -2.557
H -1.363 7.372 4.899
H -2.234 9.865 4.289
H -3.786 3.876 -1.170
H -4.959 0.319 -3.076
H -0.706 -0.103 -1.041
H -0.911 9.852 5.397

Properties
charge: +1
HOMO: -10.09 eV
energy above the lowest of the compared OMol25 structures with the same formula, charge and spin: 84.53 kcal per mole
calculated total energy: -2496.4696 Eh

Molecular formula: C31H79AlN2O12PS7
Method: DFT, ωB97M-V with the def2-TZVPD basis set

Atoms and positions in Å:
S 1.246 3.663 3.674
S 5.586 -11.026 0.377
S -3.407 -5.085 -1.037
S -8.884 -5.221 -0.842
S 8.593 0.332 1.767
S -3.162 7.108 5.292
S 2.713 -6.015 0.921
P 3.197 2.937 -3.601
Al -0.352 1.038 -2.095
O 4.569 -10.023 0.837
O 0.728 3.127 2.371
O 4.188 2.835 -4.869
O 3.249 4.605 -3.089
O 3.815 1.822 -2.413
O -4.389 4.090 -1.369
O 7.265 0.974 1.490
O -2.078 6.153 5.698
O 3.278 -4.800 1.596
O 1.449 -1.716 -2.005
O -8.695 -5.361 0.640
O -4.735 -4.444 -1.313
N -6.201 2.473 -1.157
N 0.168 -0.035 -0.584
C 0.460 2.717 5.001
C 8.790 0.244 3.563
C -5.909 1.743 -2.449
C -6.624 5.258 -0.997
C -0.687 3.014 -1.533
C 1.589 -5.443 -0.376
C -7.914 -3.791 -1.380
C -7.638 2.320 -0.715
C 2.852 4.768 -1.682
C -10.505 -4.465 -1.114
C -2.143 0.212 -2.791
C 1.326 -0.961 -0.885
C 7.156 -10.610 1.174
C -3.633 6.704 3.592
C 2.562 -1.164 0.221
C -5.723 3.903 -1.160
C 1.418 2.466 -4.237
C -3.210 -5.173 0.759
C -4.700 6.540 6.056
C -4.838 0.478 -2.219
C 0.950 0.987 -3.682
C -3.344 1.160 -2.201
C 0.377 5.215 4.006
C 5.246 2.030 -2.139
C 9.869 1.587 1.496
C 5.461 2.450 -0.537
C 0.381 0.780 0.674
C -2.131 -3.831 -1.307
C 3.962 5.711 -0.891
C 6.091 -10.559 -1.296
C 3.984 -6.655 -0.197
H 0.502 0.084 1.636
H 6.918 -11.196 -1.620
H 7.396 -9.558 1.003
H 4.451 2.299 0.054
H 2.683 3.770 -1.094
H 1.525 2.347 -5.420
H 0.720 3.158 5.966
H -4.502 7.300 3.302
H 0.633 3.318 -4.070
H -6.904 1.221 -2.834
H -8.364 3.089 -1.261
H 8.621 1.228 4.006
H 7.949 -11.246 0.771
H 4.937 5.819 -1.562
H 0.829 1.690 4.961
H 9.897 1.828 0.431
H -1.735 3.420 -1.877
H -6.854 -4.025 -1.259
H -0.639 1.369 0.862
H 0.123 3.759 -1.995
H 9.633 2.489 2.065
H -4.866 5.485 5.824
H -4.617 6.664 7.138
H -11.275 -5.176 -0.806
H -2.203 -5.524 0.999
H -3.943 -5.880 1.155
H -3.379 -4.189 1.203
H -4.954 -0.365 -3.031
H 4.814 -7.035 0.403
H 1.250 -6.296 -0.969
H -0.702 5.063 3.934
H -5.104 0.002 -1.161
H 6.357 1.853 -0.057
H 2.006 -1.479 1.229
H 5.758 2.863 -2.785
H 0.727 -4.967 0.097
H 0.689 5.952 3.263
H -3.118 1.516 -1.094
H 3.568 -7.469 -0.795
H 0.640 5.575 5.003
H -8.121 -3.585 -2.432
H 4.345 -5.856 -0.849
H 3.534 6.800 -0.757
H 5.242 -10.702 -1.968
H 1.932 0.368 -3.502
H -2.135 0.089 -3.955
H -7.657 2.443 0.458
H -2.367 -2.928 -0.738
H -3.863 5.639 3.510
H -7.707 5.101 -0.586
H -2.795 6.945 2.934
H -8.051 1.251 -0.978
H 1.814 5.346 -1.656
H -0.625 3.175 -0.365
H 2.096 -4.718 -1.018
H 4.186 5.253 0.169
H 3.249 -2.093 -0.049
H -10.629 -4.237 -2.176
H 0.400 0.458 -4.600
H 5.755 3.605 -0.485
H 3.158 -0.176 0.416
H -1.160 -4.225 -1.001
H -6.601 5.913 -1.995
H 8.057 -0.462 3.959
H 7.060 -10.790 2.247
H 10.840 1.192 1.802
H -3.408 2.117 -2.910
H 9.797 -0.107 3.803
H 6.395 -9.510 -1.317
H -2.103 -3.589 -2.372
H -10.597 -3.552 -0.521
H -5.535 7.141 5.687
H -0.625 2.717 4.868
H 1.274 1.553 0.594
H -8.164 -2.919 -0.771
H -5.540 2.446 -3.309
H -6.065 5.937 -0.188
H 5.779 0.979 -2.325
H -2.245 -0.849 -2.286

Properties
charge: -1
HOMO: -4.42 eV
calculated total energy: -5611.6100 Eh